# 1
Molecular formula: C4H11N3O2
Method: DFT, the ωB97M-V functional and the def2-TZVPD basis

Geometry as XYZ:
```
20
Properties=species:S:1:pos:R:3
C -0.50921 0.67479 0.06128
C -1.73828 2.64698 -0.62638
N -1.80215 3.67004 0.15774
N -0.45801 1.96719 -0.61359
N -2.80313 2.06504 -1.41591
H 1.15013 -4.24406 -0.59680
H -2.75677 4.02719 0.22375
H 0.26202 2.56162 -0.22311
H -2.75408 2.22656 -2.41744
H -2.57041 1.08088 -1.29707
H -1.07892 0.90957 1.07434
H 0.30581 0.07476 0.40095
H -1.22272 -0.10072 -0.36289
C 2.71823 -1.93885 0.85875
C 1.75168 -3.14813 0.83061
O 2.00192 -3.85346 -0.28528
O 0.85395 -3.49530 1.57933
H 2.89008 -1.73287 1.92226
H 2.17704 -1.15899 0.42345
H 3.58281 -2.23224 0.30599
```

## Properties
structure (SMILES) = [H]/N=C(\N)NC.CC(=O)O
Kohn-Sham gap = 9.64 eV
ΔE to the lowest compared entry with this formula, charge and spin = 2.231 eV
E = -473.720773 Ha

=====

# 2
Molecular formula: C4H11N3O2
Method: DFT, the ωB97M-V functional and the def2-TZVPD basis

Geometry as XYZ:
```
20
Properties=species:S:1:pos:R:3
C -2.10232 -1.47669 -1.64315
C -1.37026 -0.41446 -2.38431
O -0.29749 -0.00789 -1.64194
O -1.60188 0.06737 -3.46091
H -2.82211 -2.07482 -2.20036
H -2.61836 -1.12683 -0.74992
H -1.35157 -2.17751 -1.26073
C -0.15337 0.60853 2.57703
C 1.43962 0.63792 0.67843
N 1.29254 1.79780 0.20044
N 0.75170 -0.01082 1.63821
N 2.44603 -0.24345 0.12615
H 0.67913 2.44258 0.68965
H 0.19022 0.60213 -2.21943
H 0.98123 -0.98342 1.72241
H 2.40164 -0.06619 -0.87625
H 3.37651 0.11561 0.35915
H 0.37123 1.16008 3.35068
H -0.77766 -0.17034 2.99714
H -0.83484 1.32040 2.09771
```

## Properties
structure (SMILES) = [H]/N=C(/N)NC.CC(=O)O
Kohn-Sham gap = 9.63 eV
ΔE to the lowest compared entry with this formula, charge and spin = 0.882 eV
E = -473.770370 Ha

=====

# 3
Molecular formula: C4H11N3O2
Method: DFT, the ωB97M-V functional and the def2-TZVPD basis

Geometry as XYZ:
```
20
Properties=species:S:1:pos:R:3
C -2.02217 -1.95951 2.25419
C -0.92129 -1.03142 1.78997
O -0.03102 -1.67993 1.04767
O -0.90284 0.13243 2.14999
H -1.89019 -2.99573 1.92103
H -2.96282 -1.65412 1.79161
H -2.19305 -2.08324 3.32363
C 2.51868 0.28968 -1.00561
C 0.25368 1.01042 -1.25989
N 1.05569 0.06805 -0.86890
N 0.55101 1.90164 -2.28906
N -0.70382 1.37224 -0.37757
H 0.46254 -1.13098 0.34907
H 3.08773 -0.51124 -0.54193
H 2.74499 1.22833 -0.52706
H -0.04206 2.69370 -2.39488
H 0.73656 1.45276 -3.17790
H -0.80341 0.84456 0.48951
H -1.65403 1.66258 -0.59552
H 2.71581 0.38980 -2.07836
```

## Properties
structure (SMILES) = CN=C(N)N.CC(=O)O
Kohn-Sham gap = 9.42 eV
ΔE to the lowest compared entry with this formula, charge and spin = 0.972 eV
E = -473.767031 Ha